A gas-phase ion, C11H7N4O4S (charge -1), computed with wB97M-V/def2-TZVPD.

Summary:
- calculated total energy (eV) = -36501.80669
- ΔE to the lowest compared entry with this formula, charge and spin (eV) = 0.000
- HOMO (eV) = -4.668
- total charge = -1

```
27
Properties=species:S:1:pos:R:3:forces:R:3
O -0.660 5.017 -2.871 -0.7282 -3.1348 -0.4355
N -1.024 3.789 -3.048 0.2181 0.5665 0.1076
O -1.788 3.436 -3.985 1.3693 0.4957 1.6291
C -0.559 2.774 -2.108 -0.3514 1.4627 -0.4101
C 0.074 3.152 -0.918 -1.2567 -1.1430 -0.4263
C -0.155 2.164 0.037 0.2514 -0.7199 1.8596
N 0.177 2.180 1.404 0.5976 -0.3096 1.7726
O 0.004 1.068 2.026 0.1559 2.5773 -0.7035
O 0.598 3.208 2.001 -0.5237 -1.4153 -1.2940
C -0.862 0.857 -0.282 1.2196 -0.4580 0.1321
S -1.316 1.125 -2.026 -0.3115 0.6782 -0.4193
H 0.598 4.099 -0.794 -0.3836 -0.3256 0.1751
H -1.653 0.560 0.419 -0.2255 0.6820 -0.4272
C 0.550 -4.129 1.606 0.0776 0.3202 -0.1530
C 1.498 -3.567 0.739 -0.1101 0.4680 -0.0380
C 1.267 -2.261 0.254 -1.6585 0.9720 0.0589
C 0.075 -1.530 0.641 1.1520 -0.2290 -1.0875
C -0.849 -2.096 1.472 -0.4738 -0.6020 0.6554
C -0.608 -3.403 1.954 -0.2642 0.6157 -0.0380
N 0.081 -0.343 -0.112 0.1942 0.1762 -1.0876
C 1.191 -0.393 -0.883 1.1805 -2.5821 0.9602
N 1.922 -1.512 -0.692 0.0380 1.5228 -0.8295
H 0.689 -5.139 2.026 -0.0356 0.6214 -0.3492
H 2.399 -4.095 0.401 -0.4378 0.1298 0.2501
H -1.726 -1.498 1.702 -0.0973 -0.4571 0.3057
H -1.356 -3.856 2.615 0.3545 0.1582 -0.2488
H 1.435 0.394 -1.580 0.0495 -0.0705 0.0412
```
Positions in Å, forces in eV/Å.